No. 1
C4H3NO2 | the ωB97M-V functional and the def2-TZVPD basis

Element x y z (Å)
N1 -0.312 1.026 1.103
C1 0.743 0.311 -0.916
C2 -1.347 -2.303 0.607
O1 0.868 -0.697 -1.809
H1 0.212 1.873 0.864
H2 -0.897 0.899 1.879
H3 0.203 -1.252 -1.544
O2 1.287 1.398 -0.913
C3 -0.631 -1.267 0.463
C4 -0.127 0.012 0.266

Cartesian forces (eV/Å) of the 2 atoms listed first:
1.316 -0.113 -2.064
1.134 1.056 -0.224

Its LUMO energy is -0.0637 Ha. Its charge is 0. For the HOMO energy, the calculation gives -0.374 Eh. As for the spin multiplicity: 1. The electronic energy comes out at -359.32890 hartree. The calculation puts the HOMO-LUMO gap at 8.5 eV.

Löwdin atomic charge list, values in e, 6 entries:
1 N 0.22
2 C -0.42
3 C 0.06
4 O 0.18
5 H 0.14
6 H 0.12

---

No. 2
C6H6Cl2N2O2S | the ωB97M-V functional and the def2-TZVPD basis

Element x y z (Å)
Cl1 -2.031 -3.145 1.671
H1 -1.974 0.910 -1.694
C1 0.260 -0.471 0.461
N1 -1.401 0.131 -1.298
C2 3.649 -1.427 -1.062
C3 -1.601 -1.236 -1.540
H2 0.476 0.258 2.605
S1 2.251 1.032 1.409
H3 1.347 -1.180 2.032
Cl2 -1.099 1.930 0.572
H4 0.598 -1.249 -0.114
H5 3.237 0.170 1.770
H6 -1.852 -1.592 -2.531
C4 -1.150 -2.527 0.408
O1 3.593 -0.601 -1.868
O2 3.812 -2.276 -0.299
C5 -0.664 0.422 -0.093
N2 -1.626 -2.179 -0.637
C6 1.027 -0.208 1.808

Cartesian forces (eV/Å) of the 2 atoms listed first:
-1.082 -0.540 1.075
0.703 -1.420 0.359

Its LUMO energy is 0.0104 Ha. Its charge is 0. For the HOMO energy, the calculation gives -0.291 Eh. As for the spin multiplicity: 1. The electronic energy comes out at -1810.69253 hartree. The calculation puts the HOMO-LUMO gap at 8.2 eV.

Löwdin atomic charge list, values in e, 6 entries:
1 Cl 0.67
2 H 0.14
3 C -0.21
4 N 0.00
5 C -0.45
6 C -0.16

---

No. 3
C50H134N8O21 | the ωB97M-V functional and the def2-TZVPD basis

Element x y z (Å)
H1 0.573 -4.031 4.107
H2 -4.748 2.915 -5.142
C1 3.795 0.990 10.233
H3 -2.866 -2.224 -0.355
H4 0.604 -5.073 1.266
H5 -2.851 -3.896 1.243
O1 1.605 5.234 -6.409
H6 -1.664 -3.155 5.932
C2 3.713 2.595 3.704
H7 -3.703 3.235 0.975
H8 -2.174 -3.070 -1.630
C3 2.204 1.062 6.873
H9 1.131 -0.243 -3.796
N1 2.333 1.922 5.647
H10 -1.261 3.604 -0.241
O2 2.899 0.624 9.168
O3 -0.459 4.030 -2.034
H11 8.705 1.807 -5.122
N2 -2.400 -1.410 5.186
H12 1.410 3.316 -1.350
H13 5.081 -3.881 2.133
H14 3.530 3.648 3.919
H15 -0.968 -0.612 7.389
H16 -5.476 -1.312 0.108
C4 -5.372 3.209 -4.297
H17 -5.409 2.587 -0.660
H18 6.140 3.007 -1.392
C5 -1.387 -2.101 5.937
H19 -3.895 -1.481 -2.681
H20 0.704 -5.759 3.758
H21 -4.872 1.118 -2.882
H22 3.883 -0.939 -0.520
O4 -2.584 -1.946 7.985
C6 3.669 1.781 5.033
C7 0.690 5.284 -7.514
H23 -2.890 -2.960 4.020
H24 2.866 -0.297 -1.786
H25 10.029 0.039 -5.402
O5 0.105 -0.659 -1.224
H26 4.851 0.986 9.962
H27 1.103 -0.702 -8.242
H28 0.346 6.298 -7.714
C8 4.549 1.830 -2.278
H29 -6.204 2.505 -4.336
H30 2.972 -2.684 1.184
H31 -8.624 -3.530 1.864
H32 3.104 -6.299 -0.020
H33 -5.742 4.211 -4.516
H34 9.989 2.845 -4.487
H35 1.198 4.841 -8.371
C9 0.579 -0.497 -4.702
H36 11.486 0.423 -4.396
H37 0.539 -3.415 1.777
C10 2.155 3.952 -6.199
H38 1.203 1.204 7.281
H39 2.696 -4.043 0.141
H40 1.239 3.372 -6.081
H41 -1.500 2.251 3.463
C11 -0.830 4.447 -0.781
C12 -1.310 -1.646 7.367
C13 -8.734 -2.816 1.048
H42 -3.395 1.725 -3.460
O6 -1.550 -0.938 -5.586
O7 -1.795 2.821 2.753
H43 3.705 2.040 10.510
H44 -0.560 -2.200 7.933
H45 -9.505 -3.269 0.425
H46 3.002 -3.008 -9.009
O8 2.722 2.018 2.814
H47 -7.783 5.196 1.761
H48 2.887 -0.225 -5.769
C14 -3.136 -2.936 -1.135
H49 -3.239 -5.532 0.828
C15 4.194 -6.264 -0.020
H50 -1.063 3.420 2.605
H51 2.503 1.000 -7.025
C16 0.956 -4.388 2.037
H52 1.484 4.985 -3.878
H53 0.750 -1.515 -5.052
C17 3.638 -0.028 -1.065
H54 -4.135 -3.086 -3.037
H55 3.798 2.515 -1.883
O9 1.726 -2.529 -2.015
N3 2.017 4.138 -3.746
O10 9.579 0.938 -3.506
H56 -1.629 -6.564 4.302
C18 10.429 0.155 -4.395
O11 -1.136 -4.722 3.255
C19 0.192 -0.746 0.170
H57 1.278 -3.303 -2.356
H58 3.388 2.928 -4.848
C20 4.626 -4.161 1.183
H59 1.989 -1.008 3.900
H60 4.465 -7.317 0.049
H61 -2.199 -0.655 9.661
H62 7.715 3.780 -3.730
N4 0.862 0.481 -5.752
H63 0.113 0.427 -6.427
H64 -0.362 -2.025 5.574
H65 3.653 0.369 11.117
H66 -1.200 -1.137 -3.559
H67 3.745 4.644 -4.907
H68 -3.642 -1.191 2.173
H69 1.207 -0.549 0.517
O12 4.690 -5.583 1.104
C21 3.140 -3.757 1.095
H70 2.516 3.712 1.574
H71 1.707 2.177 -3.527
H72 -3.740 1.638 1.555
H73 -6.912 -1.314 3.229
H74 2.636 -2.637 -2.292
H75 10.412 -0.826 -3.919
C22 -2.920 -0.478 -5.555
C23 -2.787 -4.622 0.433
H76 -3.409 -0.922 -4.688
C24 2.933 3.917 -4.893
C25 -7.593 4.131 1.889
H77 -7.544 3.980 2.967
H78 0.109 4.784 -0.341
H79 0.819 -1.204 -1.562
H80 -1.942 -0.086 0.412
C26 3.234 1.347 7.970
H81 -3.390 0.087 3.346
C27 -6.025 -0.681 3.234
O13 -4.866 -1.277 3.849
H82 -1.515 5.283 -0.917
H83 -1.634 -1.975 3.297
H84 1.789 1.542 4.886
H85 -3.070 2.835 -1.231
H86 2.175 -1.820 -9.892
H87 -9.103 -1.882 1.472
H88 -1.023 -0.114 1.875
C28 3.093 -1.969 -9.325
N5 2.405 -4.359 2.221
H89 3.274 2.413 8.193
H90 2.708 3.502 -7.023
H91 -3.420 -0.926 -6.414
H92 -2.987 0.610 -5.546
H93 0.014 -1.758 0.531
H94 -0.228 0.235 3.940
H95 -8.369 3.483 1.481
H96 -2.954 -5.321 4.124
H97 8.495 3.060 -2.320
C29 -4.368 2.376 1.056
H98 3.825 0.713 4.886
H99 -5.429 2.761 2.869
N6 -5.579 -2.540 -1.813
H100 -1.363 0.076 4.929
C30 -1.888 -5.507 4.252
H101 2.746 -5.308 2.261
H102 4.202 0.982 7.626
H103 4.719 2.530 3.289
H104 4.540 2.060 5.627
C31 -2.468 -1.675 9.384
C32 5.794 2.698 -2.378
H105 -5.861 -0.576 -1.416
C33 1.837 -0.942 -7.473
H106 4.238 1.624 -3.302
C34 8.054 2.841 -3.293
H107 3.951 -1.779 -9.971
C35 0.335 -4.806 3.379
O14 -3.623 -4.183 -0.632
H108 5.421 3.565 -2.923
O15 3.105 -1.205 -8.088
H109 2.107 0.315 3.174
O16 1.465 -0.318 3.495
C36 -6.024 -1.474 -0.821
C37 -7.517 -1.581 -0.498
C38 -4.192 -2.406 -2.187
C39 9.193 2.154 -4.212
O17 4.814 0.622 -1.630
N7 6.841 2.117 -3.229
C40 -4.178 1.946 -2.734
C41 -3.683 1.938 -1.318
H110 -8.184 -1.732 -1.347
C42 -3.574 -0.982 3.241
H111 -1.774 -4.780 0.060
H112 2.005 2.261 0.793
H113 6.935 1.112 -3.267
H114 -6.279 1.739 1.750
H115 1.522 -1.877 -7.009
H116 0.302 2.000 -1.800
H117 5.257 -3.774 0.382
H118 3.287 0.768 -0.408
C43 1.097 3.070 -3.388
H119 -5.594 -3.362 -1.226
H120 -1.155 0.492 -4.093
H121 -5.840 -0.476 2.180
C44 0.579 3.035 -1.997
H122 4.572 -5.912 -0.980
H123 -7.766 -0.667 0.041
N8 -4.690 1.964 -0.320
O18 -4.735 3.213 -3.017
H124 2.263 -0.012 6.692
H125 -3.117 1.014 -1.207
H126 -0.692 1.157 0.774
H127 3.683 2.585 1.067
H128 -3.395 -1.994 9.860
O19 -7.547 -2.651 0.397
H129 -0.235 4.729 -7.355
C45 -0.914 -0.522 -4.413
C46 -0.943 0.097 0.809
O20 -0.938 0.719 4.361
C47 2.703 2.639 1.540
H130 -1.508 -5.068 5.175
H131 -6.041 0.310 3.688
O21 -6.321 3.812 1.300
C48 2.121 0.164 -6.439
H132 -3.217 -1.401 5.779
H133 0.328 2.988 -4.156
C49 -5.661 2.635 1.811
C50 -2.576 -1.931 3.843
H134 -1.746 -2.383 9.791

Cartesian forces (eV/Å) of the 2 atoms listed first:
0.420 -0.070 0.242
0.703 -0.005 0.156

Its LUMO energy is -0.0029 Ha. Its charge is 0. For the HOMO energy, the calculation gives -0.294 Eh. As for the spin multiplicity: 1. The electronic energy comes out at -4003.01834 hartree. The calculation puts the HOMO-LUMO gap at 7.9 eV.

Löwdin atomic charge list, values in e, 6 entries:
1 H 0.11
2 H 0.08
3 C -0.11
4 H 0.10
5 H 0.11
6 H 0.08

---

No. 4
C15H30N6O3Ru | the ωB97M-V functional and the def2-TZVPD basis

Element x y z (Å)
H1 1.452 3.912 -0.396
O1 1.169 1.548 -0.329
H2 0.408 -1.426 2.438
C1 -2.529 -2.432 -0.556
H3 -3.416 -2.601 0.042
H4 3.832 -1.142 -0.776
C2 0.428 2.319 -1.006
N1 0.674 3.637 -0.969
H5 -4.597 -0.042 2.025
H6 2.720 -1.824 1.586
H7 -0.730 0.884 -1.806
C3 4.359 -0.470 1.747
H8 -4.716 1.034 -1.404
C4 2.046 -0.241 2.855
N2 -0.593 1.886 -1.750
H9 2.296 0.803 2.670
H10 0.218 5.636 -1.271
H11 4.869 0.142 2.494
C5 -1.057 -3.083 -2.343
C6 -2.352 -0.230 0.614
O2 1.009 -4.422 -0.979
N3 1.061 -3.870 0.055
C7 -1.789 -1.266 -0.344
H12 -0.794 -3.774 -3.132
H13 -2.479 -0.678 1.603
H14 -1.637 0.610 0.704
H15 3.255 0.300 -1.326
H16 -1.113 2.498 -2.353
N4 0.769 -0.524 2.142
O3 1.653 -2.653 0.012
H17 -5.537 0.824 0.805
N5 -3.661 0.198 0.178
C8 -0.162 4.664 -1.567
H18 0.563 -1.760 -2.762
C9 3.148 -1.175 2.349
H19 -4.212 1.652 1.646
C10 -2.164 -3.331 -1.538
C11 -3.692 0.975 -1.037
H20 -1.194 4.579 -1.221
H21 3.356 1.241 0.869
Ru1 1.075 -0.686 -0.069
H22 -3.086 0.484 -1.800
C12 -0.288 -1.960 -2.115
H23 -0.148 4.609 -2.657
H24 1.912 -0.367 3.929
H25 4.949 0.874 0.208
H26 -3.320 2.005 -0.892
N6 3.320 -0.304 -0.513
H27 -2.754 -4.225 -1.691
H28 3.496 -1.824 3.152
H29 0.075 0.181 2.373
C13 4.018 0.429 0.570
C14 -4.538 0.689 1.218
C15 -0.639 -1.057 -1.107
H30 5.065 -1.243 1.430

Cartesian forces (eV/Å) of the 2 atoms listed first:
-0.017 -0.035 0.038
-0.407 -0.817 0.102

Its LUMO energy (alpha / beta) is -0.1522 / -0.1399 Ha. Its charge is +1. For the HOMO energy (alpha / beta), the calculation gives -0.400 / -0.399 Eh. As for the spin multiplicity: 2. The electronic energy comes out at -1238.35981 hartree. The calculation puts the HOMO-LUMO gap (alpha / beta) at 6.7 / 7.1 eV.

Löwdin atomic charge list, values in e, 6 entries:
1 H 0.15
2 O -0.12
3 H 0.11
4 C -0.02
5 H 0.12
6 H 0.11

---

In the order shown, the computed strongest force on any atom values come out to 5.0 5.1 3.2 1.5 eV Å⁻¹.